[1]
C35H37AsBIrN13O2S4 as an isolated structure. Source: OMol25; level of theory: ωB97M-V/def2-TZVPD.

```
94
Properties=species:S:1:pos:R:3:mulliken_charge:R:1
Ir -0.31 -0.13 -0.10 1.9153
C -0.23 -0.62 4.11 -1.5285
C -0.44 0.14 2.96 -0.3252
N -0.16 -0.59 1.88 -0.2704
N 0.23 -1.82 2.30 0.9876
C 0.19 -1.85 3.64 -0.2115
B 0.97 -2.85 1.37 0.2947
N 0.12 -3.11 0.08 1.0689
C 0.05 -4.26 -0.61 -0.0197
C -0.69 -4.05 -1.76 -2.0097
C -1.05 -2.71 -1.69 -0.4007
N -0.56 -2.15 -0.58 -0.0784
N 2.28 -2.19 0.92 -0.0784
C 3.60 -2.50 0.96 0.0909
C 4.31 -1.45 0.41 -1.7083
C 3.32 -0.53 0.04 0.0337
N 2.11 -0.98 0.33 -0.1695
N 1.05 -4.15 2.14 0.5542
C 2.06 -4.91 2.65 -0.3535
C 1.51 -5.99 3.28 -0.8298
C 0.12 -5.82 3.11 -0.5708
N -0.15 -4.72 2.43 -0.7212
H -0.37 -0.32 5.13 0.4970
H -0.77 1.16 2.84 0.6060
H 0.48 -2.74 4.18 0.4900
H 0.52 -5.15 -0.23 0.5338
H -0.94 -4.77 -2.52 0.5105
H -1.66 -2.14 -2.37 0.5133
H 3.96 -3.43 1.34 0.4090
H 5.37 -1.38 0.28 0.4503
H 3.44 0.43 -0.44 0.2078
H 3.10 -4.63 2.56 0.3595
H 2.03 -6.78 3.79 0.4519
H -0.68 -6.45 3.46 0.4303
S 1.01 1.85 0.22 -0.4364
C 0.10 3.20 -0.21 0.9246
C 0.79 4.42 -0.46 -0.9258
C 0.10 5.54 -0.83 0.5727
C 0.83 6.75 -1.12 -0.3076
N 1.43 7.70 -1.37 -0.4628
C -1.32 5.50 -0.95 0.3924
C -2.00 4.35 -0.68 -0.9632
C -1.32 3.17 -0.30 0.1767
S -2.18 1.77 0.09 -0.0948
C -2.05 6.67 -1.36 -0.3542
N -2.62 7.61 -1.70 -0.4496
H 1.87 4.45 -0.37 0.5638
H -3.08 4.33 -0.77 0.5810
C -3.39 -4.03 0.82 -1.3559
C -3.03 -2.85 1.72 0.0714
As -3.14 -1.10 0.85 0.7895
C -4.77 -1.21 -0.23 -0.9635
C -4.57 -1.77 -1.64 -0.8865
C -3.83 0.06 2.28 -0.3513
C -4.94 -0.56 3.13 -1.4483
H -3.20 -4.96 1.36 0.3774
H -2.79 -4.06 -0.08 0.0950
H -4.44 -4.02 0.53 0.4067
H -2.01 -2.97 2.11 -0.1946
H -3.70 -2.80 2.57 0.6223
H -5.16 -0.20 -0.26 0.5837
H -5.48 -1.82 0.33 0.5276
H -3.85 -1.18 -2.20 -0.0796
H -5.51 -1.76 -2.19 0.4950
H -4.22 -2.80 -1.62 0.2159
H -4.19 0.94 1.75 0.4590
H -2.99 0.38 2.90 0.1846
H -5.74 -0.98 2.53 0.3181
H -5.38 0.21 3.76 0.4207
H -4.56 -1.34 3.79 0.3787
N 4.80 5.01 -4.61 -0.4739
C 4.39 3.73 -4.44 1.1905
C 4.73 3.03 -3.27 -1.0334
C 4.32 1.73 -3.10 -0.4186
C 3.54 1.11 -4.08 0.0469
C 3.19 1.80 -5.24 -0.5134
C 3.61 3.09 -5.42 -0.8184
S 2.98 -0.50 -3.82 1.0096
O 3.94 -1.27 -3.10 -0.6362
O 2.39 -1.01 -5.04 -0.7226
N 1.74 -0.23 -2.71 0.0638
C 0.53 -0.12 -3.09 0.2528
S -0.10 -0.23 -4.75 -0.0272
C -1.60 0.28 -4.19 -0.4818
C -1.62 0.47 -2.82 -0.7072
N -0.47 0.23 -2.18 0.2452
H 5.37 5.48 -3.92 0.1929
H 4.58 5.52 -5.45 0.1890
H 5.34 3.51 -2.52 0.3569
H 4.61 1.17 -2.21 0.5427
H 2.60 1.30 -6.00 0.5263
H 3.36 3.63 -6.32 0.3349
H -2.44 0.41 -4.86 0.4507
H -2.48 0.79 -2.25 0.4189
```

HOMO energy (spin up / spin down): -10.3 / -10.7 eV
Kohn-Sham gap (spin up / spin down): 7.612 / 5.173 eV
LUMO (spin up / spin down): -2.67 / -5.55 eV
2S+1: 5
total charge: +1
⟨S²⟩: 6.06
energy above the lowest of the compared OMol25 structures with the same formula, charge and spin: 44.7 kJ/mol



[2]
C35H37AsCl3IMnN2O9S2Sb as an isolated structure. Source: OMol25; level of theory: ωB97M-V/def2-TZVPD.

```
92
Properties=species:S:1:pos:R:3:mulliken_charge:R:1
Mn -0.88 0.39 -0.43 1.6392
O -2.04 -2.33 0.81 -0.4144
As -3.03 -0.99 1.37 1.2901
O -3.47 -1.35 2.91 -0.7635
O -2.07 0.40 1.11 -0.8812
C -4.59 -0.98 0.23 -0.7275
C -5.76 -1.40 0.84 -0.6431
C -6.95 -1.42 0.12 -0.5543
C -6.98 -1.01 -1.21 -0.6102
C -5.82 -0.59 -1.84 -0.5582
C -4.64 -0.57 -1.12 0.1937
S -3.21 0.04 -1.93 1.5155
O -2.98 1.41 -1.48 -0.4832
O -3.37 -0.15 -3.34 -0.7638
O -2.07 -0.80 -1.37 -0.5017
H -2.15 -3.04 1.48 0.2100
H -5.72 -1.71 1.88 0.5766
H -7.86 -1.75 0.60 0.3954
H -7.92 -1.03 -1.76 0.3890
H -5.82 -0.28 -2.88 0.4999
I -2.14 8.26 0.19 0.0733
C -1.22 6.40 0.46 -0.0587
C 0.02 6.34 1.08 -0.5389
C 0.63 5.10 1.24 -0.6811
C 0.01 3.94 0.78 0.4413
C -1.23 4.02 0.18 -0.1449
C -1.86 5.26 0.01 -0.7019
C 0.75 2.63 0.95 -0.4254
O 1.74 2.56 1.63 -0.5864
O 0.30 1.59 0.28 0.6800
H 0.51 7.24 1.44 0.3815
H 1.60 5.01 1.72 0.4658
H -1.75 3.13 -0.14 0.4636
H -2.84 5.32 -0.45 0.4571
C 2.50 2.94 -3.71 -1.3746
C 1.30 3.02 -2.74 -0.5019
Sb -0.15 1.46 -2.98 0.2282
C -1.39 2.42 -4.43 -0.7366
C -0.58 3.16 -5.49 -1.1858
C 0.86 0.06 -4.25 -0.7453
C -0.10 -0.53 -5.30 -1.1980
H 3.21 3.75 -3.50 0.3845
H 2.20 3.03 -4.76 0.2983
H 3.05 2.00 -3.60 0.3350
H 0.74 3.94 -2.86 0.4960
H 1.63 2.96 -1.71 0.1558
H -2.04 3.08 -3.86 0.5307
H -2.01 1.64 -4.85 0.4449
H -0.02 4.01 -5.06 0.2952
H -1.26 3.57 -6.25 0.3973
H 0.13 2.51 -6.00 0.2449
H 1.24 -0.71 -3.59 0.4313
H 1.71 0.57 -4.71 0.5142
H -1.01 -0.91 -4.85 0.2678
H 0.38 -1.36 -5.83 0.4044
H -0.39 0.21 -6.04 0.2766
Cl -2.28 -6.16 4.37 -0.2193
C -0.89 -5.19 3.99 0.5752
C -0.98 -3.81 4.03 -1.2944
C 0.15 -3.07 3.72 0.2374
C 1.37 -3.65 3.38 -0.4861
C 2.54 -2.72 3.11 1.3693
C 3.08 -2.68 1.67 -1.1708
N 2.06 -2.32 0.66 0.3258
C 1.40 -3.17 -0.21 -0.5233
C 0.56 -2.39 -0.93 -1.1183
N 0.73 -1.06 -0.55 0.7558
C 1.63 -1.07 0.43 -0.1704
O 3.61 -3.04 3.98 -0.4225
C 4.10 -1.88 4.67 -0.9957
C 4.64 -0.86 3.72 -0.1546
C 4.02 0.31 3.40 0.8738
Cl 2.52 0.88 4.00 -0.1418
S 4.86 1.21 2.21 -0.1025
C 6.11 0.03 2.14 -0.4039
C 5.87 -1.00 2.99 -0.5120
C 1.41 -5.05 3.35 0.6441
Cl 2.87 -5.95 2.98 -0.2158
C 0.30 -5.82 3.65 -0.8912
H -1.91 -3.31 4.28 0.4858
H 0.07 -1.98 3.74 0.3395
H 2.17 -1.72 3.34 -0.3701
H 3.49 -3.64 1.41 0.2363
H 3.87 -1.95 1.63 0.2724
H 1.57 -4.24 -0.20 0.4743
H -0.15 -2.68 -1.70 0.5673
H 1.98 -0.19 0.95 0.3060
H 4.88 -2.25 5.33 0.5138
H 3.31 -1.45 5.28 0.3564
H 6.95 0.18 1.47 0.4195
H 6.52 -1.87 3.09 0.3806
H 0.36 -6.90 3.62 0.4629
```

HOMO energy (spin up / spin down): -8.6 / -8.9 eV
Kohn-Sham gap (spin up / spin down): 6.988 / 8.944 eV
LUMO (spin up / spin down): -1.66 / 0.07 eV
2S+1: 5
total charge: 0
⟨S²⟩: 6.07
energy above the lowest of the compared OMol25 structures with the same formula, charge and spin: 56.8 kJ/mol



[3]
C35H37BeClO4P2 as an isolated structure at a distorted geometry. Source: OMol25; level of theory: ωB97M-V/def2-TZVPD.

```
80
Properties=species:S:1:pos:R:3:mulliken_charge:R:1
Be 0.02 -1.41 -0.38 -0.8194
C -1.13 -1.84 -2.74 -0.1504
C -1.54 -0.58 -2.93 -0.2234
C -2.93 -0.11 -2.64 -1.2140
C -3.64 -0.78 -1.45 -1.2479
C -2.80 -1.11 -0.23 -0.0368
C -1.87 -2.10 -0.16 1.3840
C -2.18 -3.34 -0.99 -1.4378
C -2.02 -3.03 -2.49 -1.0372
C 2.13 0.02 1.33 -1.2519
H -0.06 -2.07 -2.87 0.6455
H -0.94 0.13 -3.55 0.8954
H -3.58 -0.25 -3.52 0.5208
H -2.92 0.97 -2.48 0.2631
H -4.43 -0.08 -1.12 0.5058
H -4.16 -1.69 -1.78 0.4053
H -3.18 -0.59 0.67 0.8448
H -1.08 -2.17 0.64 -0.7561
H -3.24 -3.66 -0.84 0.3685
H -1.53 -4.18 -0.70 0.3492
H -1.59 -3.91 -3.00 0.4820
H -2.98 -2.81 -2.98 0.2981
H 2.81 -0.83 1.31 0.5609
H 1.95 0.41 2.37 0.5607
H 2.66 0.89 0.78 -0.2756
P 0.48 1.07 -1.44 0.9800
P -0.70 0.15 2.10 2.8551
C -1.03 1.17 -0.58 -1.0167
C -1.39 0.98 0.77 -1.7614
C 0.95 2.67 -2.04 0.2401
C 0.13 3.37 -2.96 -0.3311
C 0.65 4.46 -3.65 -0.6397
C 1.95 4.92 -3.38 -0.4889
C 2.71 4.31 -2.37 -0.5989
C 2.22 3.20 -1.68 -0.6272
C 1.49 -0.25 -2.25 0.6901
C 1.84 -1.44 -1.52 0.9712
C 2.43 -2.52 -2.19 -0.7792
C 2.64 -2.48 -3.57 -0.6174
C 2.35 -1.32 -4.31 -0.7412
C 1.79 -0.22 -3.65 -0.4935
C -0.83 1.27 3.48 0.4741
C -0.62 2.65 3.23 -0.6007
C -0.92 3.56 4.26 -0.6785
C -1.44 3.09 5.49 -0.5254
C -1.63 1.72 5.72 -0.5802
C -1.35 0.80 4.71 -0.4012
C -0.41 -1.48 2.82 -0.5143
C 0.89 -2.05 2.90 -0.0648
C 1.09 -3.35 3.33 -0.8780
C -0.03 -4.16 3.63 -0.4445
C -1.34 -3.64 3.50 -0.8756
C -1.52 -2.28 3.24 0.2800
H -1.78 1.65 -1.22 0.9383
H -2.34 1.47 1.08 0.5365
H -0.89 2.98 -3.13 0.2187
H 0.05 4.95 -4.42 0.4013
H 2.36 5.74 -3.95 0.3653
H 3.70 4.70 -2.15 0.4662
H 2.77 2.69 -0.90 0.4205
H 1.75 -1.61 -0.43 -0.5839
H 2.70 -3.41 -1.61 0.4526
H 3.03 -3.34 -4.10 0.3648
H 2.52 -1.27 -5.40 0.3939
H 1.53 0.69 -4.19 0.5069
H -0.26 2.98 2.25 0.3608
H -0.74 4.63 4.12 0.3897
H -1.71 3.81 6.27 0.3412
H -2.00 1.35 6.68 0.3845
H -1.52 -0.28 4.82 0.2326
H 1.76 -1.46 2.65 0.6382
H 2.12 -3.76 3.43 0.4561
H 0.10 -5.19 3.97 0.3678
H -2.22 -4.30 3.61 0.4104
H -2.53 -1.83 3.30 0.3550
O 3.26 2.47 0.78 -0.6229
Cl 4.69 2.64 1.38 0.9126
O 5.67 2.54 0.28 -0.6306
O 4.94 1.51 2.31 -0.6324
O 0.85 -0.40 0.73 0.0897
```

HOMO energy (spin up / spin down): -6.2 / -6.2 eV
Kohn-Sham gap (spin up / spin down): 4.612 / 4.611 eV
LUMO (spin up / spin down): -1.55 / -1.55 eV
2S+1: 1
total charge: 0
energy above the lowest of the compared OMol25 structures with the same formula, charge and spin: 0.0 kJ/mol



[4]
C35H37BrP2Pd as an isolated structure at a distorted geometry. Source: OMol25; level of theory: ωB97M-V/def2-TZVPD.

```
76
Properties=species:S:1:pos:R:3:mulliken_charge:R:1
Pd -0.83 1.86 -1.28 -0.2402
C -2.17 1.35 -2.65 -0.1369
C -1.91 -0.04 -2.26 -1.0238
C -0.91 -0.82 -3.11 -0.7682
C 0.39 -0.02 -3.44 -1.5054
C 0.66 1.07 -2.43 0.9026
C 0.45 2.47 -2.67 -0.6190
C -0.52 2.99 -3.71 -0.6707
C -1.70 2.01 -3.94 -1.3600
C 1.13 -0.34 2.56 -1.0368
H -3.10 1.76 -2.22 0.7342
H -2.88 -0.58 -2.07 1.0494
H -1.40 -1.09 -4.06 0.5337
H -0.65 -1.78 -2.62 0.3619
H 1.24 -0.73 -3.39 0.4438
H 0.35 0.38 -4.47 0.3521
H 1.37 0.75 -1.65 0.0942
H 1.21 3.12 -2.22 0.4244
H 0.00 3.24 -4.64 0.4128
H -0.95 3.91 -3.32 0.3577
H -2.56 2.58 -4.33 0.3738
H -1.47 1.25 -4.70 0.3005
H 0.39 0.41 2.23 -0.3099
H 1.53 0.00 3.52 0.5275
H 0.62 -1.30 2.66 0.3945
P -1.62 -0.63 -0.05 1.5117
P 2.38 -0.49 1.30 1.7263
C 0.03 -1.48 -0.13 -0.3289
C 1.40 -1.25 -0.01 -0.9876
C -2.41 -2.08 0.77 -0.4303
C -2.72 -3.29 0.13 -0.0617
C -3.41 -4.27 0.86 -0.7590
C -3.71 -4.07 2.21 -0.5424
C -3.36 -2.87 2.85 -0.7119
C -2.72 -1.88 2.13 0.1404
C -3.12 0.56 0.31 1.5134
C -3.06 1.95 0.51 -0.7014
C -4.21 2.73 0.68 -0.7884
C -5.49 2.17 0.59 -0.6657
C -5.57 0.78 0.44 -0.5361
C -4.41 0.00 0.35 -0.8777
C 3.84 -1.39 1.87 0.2400
C 3.58 -2.65 2.44 -0.6276
C 4.62 -3.44 2.93 -0.6253
C 5.94 -2.98 2.87 -0.4624
C 6.21 -1.76 2.26 -0.5947
C 5.18 -0.95 1.77 -0.1521
C 2.88 1.15 0.67 0.3475
C 2.47 2.37 1.25 -0.3227
C 2.98 3.57 0.77 -0.6872
C 3.86 3.60 -0.32 -0.5045
C 4.24 2.39 -0.92 -0.7575
C 3.71 1.19 -0.46 -0.2955
H -0.18 -2.54 -0.37 0.3908
H 2.05 -1.80 -0.72 0.3656
H -2.47 -3.45 -0.91 0.4071
H -3.73 -5.18 0.37 0.3940
H -4.23 -4.85 2.78 0.3711
H -3.61 -2.70 3.89 0.4494
H -2.50 -0.90 2.58 0.2849
H -2.13 2.53 0.71 0.0892
H -4.08 3.79 0.94 0.4134
H -6.39 2.79 0.65 0.3579
H -6.55 0.29 0.38 0.3875
H -4.54 -1.08 0.37 0.2778
H 2.55 -3.00 2.47 0.3394
H 4.39 -4.42 3.33 0.3850
H 6.74 -3.58 3.28 0.3808
H 7.25 -1.45 2.12 0.3757
H 5.41 0.00 1.30 0.3576
H 1.73 2.36 2.05 0.3387
H 2.72 4.49 1.28 0.4403
H 4.22 4.55 -0.70 0.4057
H 4.98 2.40 -1.72 0.4033
H 3.95 0.27 -1.00 0.4171
Br -1.39 2.04 3.09 -0.6828
```

HOMO energy (spin up / spin down): -5.7 / -6.8 eV
Kohn-Sham gap (spin up / spin down): 5.172 / 6.019 eV
LUMO (spin up / spin down): -0.49 / -0.74 eV
2S+1: 3
total charge: 0
⟨S²⟩: 2.04



[5]
C35H37Cl3MoN6O9Se as an isolated structure at a distorted geometry. Source: OMol25; level of theory: ωB97M-V/def2-TZVPD.

```
92
Properties=species:S:1:pos:R:3:mulliken_charge:R:1
Mo 0.89 0.04 0.91 1.2000
C -0.96 4.02 1.67 -1.6732
C 0.39 3.66 1.12 -0.2906
C 1.55 4.19 1.66 -0.3798
C 2.80 3.92 1.10 -0.7775
C 2.91 3.09 -0.01 -0.7332
C 1.75 2.54 -0.57 -0.6054
C 0.50 2.82 0.00 0.5673
H -1.73 3.32 1.34 0.2434
H -1.24 5.02 1.33 0.4586
H -0.95 4.04 2.76 0.3697
H 1.48 4.86 2.51 0.5459
H 3.68 4.38 1.51 0.4656
H 3.87 2.91 -0.47 0.5225
H 1.82 2.06 -1.53 0.6782
H -0.40 2.58 -0.55 0.9583
Cl 4.61 -3.64 -1.06 -0.1698
C 3.43 -2.49 -1.49 -0.1448
C 3.22 -2.13 -2.82 -0.3202
C 2.26 -1.17 -3.10 -1.4610
C 1.54 -0.62 -2.06 -0.5603
N 1.73 -0.96 -0.77 1.3299
C 2.66 -1.89 -0.51 -0.7781
H 3.80 -2.59 -3.61 0.5444
H 2.07 -0.85 -4.11 0.6053
H 0.77 0.12 -2.26 0.8055
H 2.82 -2.16 0.52 0.5166
Cl 0.17 -4.53 2.34 -0.1356
C 0.14 -3.18 3.50 0.4507
Cl 0.85 -3.64 5.04 -0.1052
C 0.86 -1.97 2.90 0.0669
O 1.56 -1.23 3.56 -0.5140
O 0.64 -1.77 1.62 -0.3018
H -0.90 -2.93 3.67 0.2165
O 4.24 2.70 7.02 -0.5924
N 4.99 2.31 6.16 1.0500
O 6.20 2.25 6.19 -0.5849
C 4.35 1.86 4.89 -1.3748
C 5.15 1.38 3.86 -0.4143
C 4.56 0.93 2.70 -0.9835
C 3.16 0.95 2.53 2.1500
O 2.59 0.56 1.41 -0.0798
C 2.39 1.45 3.61 -0.2982
C 2.99 1.90 4.78 -0.2143
N 0.98 1.55 3.54 0.5605
O 0.36 2.12 4.38 -0.5980
O 0.34 1.05 2.56 -0.2171
N 5.46 0.45 1.64 0.9765
O 5.01 -0.30 0.79 -0.5166
O 6.62 0.76 1.74 -0.6055
H 6.23 1.36 3.98 0.6997
H 2.39 2.27 5.61 0.7336
C -3.44 -3.19 0.91 -0.7275
C -3.55 -3.43 -0.60 -0.0851
C -2.26 -3.93 -1.24 -0.8138
C -1.09 -2.93 -1.19 -0.8476
N -1.41 -1.70 -1.93 2.0709
C -1.74 -0.51 -1.42 -0.7100
Se -1.50 0.00 0.40 -0.3781
N -2.15 0.31 -2.40 1.2073
C -2.71 1.65 -2.26 -0.7063
C -4.19 1.71 -2.64 -0.8046
C -5.11 0.87 -1.75 -0.1318
C -5.18 1.34 -0.30 -0.9635
C -2.05 -0.38 -3.61 0.7462
C -2.31 0.01 -4.92 -1.2590
C -2.08 -0.93 -5.90 -0.8452
C -1.60 -2.21 -5.60 -0.9377
C -1.34 -2.60 -4.30 -1.1498
C -1.58 -1.66 -3.30 0.5290
H -4.43 -3.07 1.34 0.4677
H -2.86 -2.29 1.14 -0.1104
H -2.96 -4.04 1.40 0.2722
H -3.88 -2.51 -1.10 -0.1511
H -4.31 -4.18 -0.78 0.4484
H -2.46 -4.18 -2.28 0.4465
H -1.93 -4.83 -0.73 0.5016
H -0.21 -3.38 -1.66 0.2349
H -0.85 -2.67 -0.16 -0.1720
H -2.13 2.33 -2.89 0.3735
H -2.59 1.95 -1.22 -0.0216
H -4.31 1.39 -3.67 0.4051
H -4.49 2.76 -2.58 0.5185
H -4.80 -0.18 -1.78 0.0096
H -6.10 0.91 -2.19 0.4274
H -4.26 1.13 0.25 0.0852
H -5.99 0.83 0.22 0.4214
H -5.38 2.41 -0.25 0.3233
H -2.65 1.01 -5.16 0.5420
H -2.28 -0.67 -6.93 0.4625
H -1.44 -2.92 -6.40 0.4854
H -0.96 -3.59 -4.08 0.5507
```

HOMO energy (spin up / spin down): -14.4 / -14.4 eV
Kohn-Sham gap (spin up / spin down): 6.471 / 6.752 eV
LUMO (spin up / spin down): -7.95 / -7.69 eV
2S+1: 3
total charge: +2
⟨S²⟩: 2.03
energy above the lowest of the compared OMol25 structures with the same formula, charge and spin: 81.6 kJ/mol